Formula: C3H4O3
Source: the Open Molecules 2025 dataset
Level of theory: ωB97M-V/def2-TZVPD

Each line ends with the Löwdin charge.
Atoms and positions in Å:
O  -0.70254  1.92426  0.81870  0.173
C  -0.52207  0.67722  0.51731  -0.019
C  0.72423  -0.03139  0.30664  -0.465
O  0.67484  -0.73496  1.37240  0.012
C  -0.43426  -1.76628  -1.03184  -0.018
O  0.34611  -0.76314  -1.18033  -0.151
H  0.13006  2.42658  0.76535  0.156
H  -1.40800  0.05230  0.48592  0.146
H  1.64741  0.46869  -0.01209  0.152
H  -0.45578  -2.25329  -2.04206  0.012

Properties
HOMO ... -7.8 eV
Relative energy (zero: lowest compared OMol25 entry of this formula, charge and spin) ... 147.5 kcal per mole
Total charge ... 0
Maximum force ... 1.05 eV/Å
DFT total energy ... -9312.305 eV

Formula: C3H4O3
Source: the Open Molecules 2025 dataset
Level of theory: ωB97M-V/def2-TZVPD

Each line ends with the Löwdin charge.
Atoms and positions in Å:
O  -0.51082  2.28238  -1.25764  0.167
C  -0.31592  1.23267  -0.72893  -0.572
O  -1.13163  0.63137  0.17723  0.053
C  -0.33264  -0.32390  0.87085  -0.125
C  0.60834  -0.76708  -0.23453  -0.112
O  0.77743  0.47183  -0.93274  0.055
H  0.19977  0.18426  1.67802  0.134
H  -0.99516  -1.07695  1.28178  0.132
H  1.59749  -1.15336  0.03314  0.137
H  0.10315  -1.48121  -0.88717  0.131

Properties
HOMO ... -11.1 eV
Structure (SMILES) ... O=C1OCCO1
Relative energy (zero: lowest compared OMol25 entry of this formula, charge and spin) ... 10.4 kcal per mole
Total charge ... 0
Maximum force ... 0.67 eV/Å
DFT total energy ... -9318.248 eV

Formula: C3H4O3
Source: the Open Molecules 2025 dataset
Level of theory: ωB97M-V/def2-TZVPD

Each line ends with the Löwdin charge.
Atoms and positions in Å:
O  0.64092  0.11562  1.60025  -0.083
C  0.52347  0.32898  0.06688  -0.109
C  0.20708  -0.94193  -0.78687  -0.058
O  -1.05148  -0.34997  -1.23621  0.046
C  -0.90831  0.69161  -0.36564  -0.454
O  -1.72972  1.46355  0.01246  0.155
H  0.11593  0.84603  1.96495  0.088
H  1.37815  0.88209  0.52794  0.161
H  -0.00337  -1.80359  -0.14454  0.129
H  0.82733  -1.23238  -1.63923  0.123

Properties
HOMO ... -10.5 eV
Relative energy (zero: lowest compared OMol25 entry of this formula, charge and spin) ... 78.4 kcal per mole
Total charge ... 0
Maximum force ... 3.93 eV/Å
DFT total energy ... -9315.300 eV

Formula: C3H4O3
Source: the Open Molecules 2025 dataset
Level of theory: ωB97M-V/def2-TZVPD

Each line ends with the Löwdin charge.
Atoms and positions in Å:
C  -3.20609  -0.41036  0.32592  -0.301
C  4.91939  0.00942  -2.33210  0.008
C  -3.16480  0.00788  1.54678  -0.011
O  -3.12895  -0.86862  -0.73083  0.176
O  4.73982  1.00455  -2.87757  -0.004
O  1.89662  -0.22882  -0.21303  -0.090
H  -2.16945  0.01225  2.08363  0.093
H  2.57117  -0.29892  0.44463  0.008
H  -4.05909  0.04588  2.11416  0.042
H  1.60139  0.72675  -0.36158  0.078

Properties
HOMO ... -9.4 eV
Relative energy (zero: lowest compared OMol25 entry of this formula, charge and spin) ... 50.5 kcal per mole
Total charge ... 0
Maximum force ... 2.82 eV/Å
DFT total energy ... -9316.512 eV

Frontier orbital gap for the records above, in order: 7.24; 11.81; 11.12; 9.97 eV